Here is a gas-phase ion, C26H46BrFN2O3PS (charge +1) at a distorted geometry from the OMol25 dataset. Energies are from wB97M-V/def2-TZVPD.

Last columns: bonded neighbours and bond lengths (Å).
Positions of all 81 atoms, in Å:
1 C 5.02854 3.68402 1.99802  C2 1.520, H36 1.078, H37 1.087, H38 1.078
2 C 4.80682 3.74065 0.49562  C1 1.520, C3 1.537, H39 1.080, H40 1.080
3 C 5.15696 2.40252 -0.17431  C2 1.537, C4 1.540, H41 1.080, H42 1.079
4 C 4.00328 1.74727 -0.95622  C3 1.540, C5 1.525, H43 1.082, H44 1.078
5 C 4.52286 0.91509 -2.12318  C4 1.525, C6 1.542, H45 1.078, H46 1.082
6 C 3.73440 -0.38060 -2.39934  C5 1.542, C7 1.515, H47 1.083, H48 1.078
7 C 4.60463 -1.58521 -2.10707  C6 1.515, C8 1.519, H49 1.082, H50 1.080
8 C 4.59404 -1.89494 -0.62038  C7 1.519, C9 1.538, H51 1.083, H52 1.079
9 C 3.36009 -2.71626 -0.21045  C8 1.538, C10 1.529, H53 1.078, H54 1.080
10 C 2.61708 -2.15579 1.00302  C9 1.529, C11 1.534, H55 1.084, H56 1.080
11 C 1.47733 -3.08765 1.43288  C10 1.534, C12 1.528, H57 1.080, H58 1.081
12 C 0.07183 -2.78143 0.91800  C11 1.528, C13 1.536, H59 1.080, H60 1.080
13 C -0.45330 -1.38466 1.28387  C12 1.536, C14 1.552, H61 1.076, H62 1.071
14 C -1.93563 -1.45506 1.73786  C13 1.552, C15 1.491, H63 1.072, H64 1.081
15 C -2.89181 -0.49271 1.11822  C14 1.491, C16 1.368, C31 1.412
16 C -2.74199 0.86756 1.12158  C15 1.368, P17 1.843, C21 1.408
17 P -1.37210 1.67224 2.05647  C16 1.843, O18 1.553, O19 1.568, S20 1.930
18 O -0.16049 1.61213 1.08754  P17 1.553, H65 0.972
19 O -1.60519 3.21209 2.23858  P17 1.568, H66 0.967
20 S -1.05374 0.89637 3.79474  P17 1.930
21 C -3.69095 1.62690 0.40974  C16 1.408, C22 1.493, N26 1.297
22 C -3.71614 3.10509 0.19836  C21 1.493, Br23 1.942, C24 1.537, H67 1.072
23 Br -4.45533 4.00025 1.75482  C22 1.942
24 C -2.44006 3.72300 -0.39390  C22 1.537, C25 1.515, H68 1.079, H69 1.073
25 C -2.67010 4.12129 -1.83701  C24 1.515, H70 1.080, H71 1.078, H72 1.079
26 N -4.71941 1.09178 -0.17136  C21 1.297, N27 1.315
27 N -4.88225 -0.21024 -0.08339  N26 1.315, C28 1.471, C31 1.319
28 C -6.13243 -0.63884 -0.73009  N27 1.471, C29 1.531, H73 1.073, H74 1.073
29 C -5.90239 -1.24147 -2.11826  C28 1.531, O30 1.197, H75 1.090
30 O -5.57493 -0.52444 -3.01919  C29 1.197
31 C -4.04017 -1.03850 0.50359  C15 1.412, N27 1.319, C32 1.475
32 C -4.35436 -2.47910 0.48595  C31 1.475, C33 1.547, H76 1.071, H77 1.075
33 C -3.82203 -3.21527 -0.76674  C32 1.547, C34 1.513, H78 1.080, H79 1.076
34 C -2.58619 -4.06528 -0.56958  C33 1.513, F35 1.379, H80 1.076, H81 1.079
35 F -2.77714 -5.23671 -1.27260  C34 1.379
36 H 4.65880 4.56967 2.48827  C1 1.078
37 H 4.55882 2.82111 2.46236  C1 1.087
38 H 6.08268 3.61746 2.21212  C1 1.078
39 H 3.79912 4.04914 0.25774  C2 1.080
40 H 5.49292 4.48919 0.12638  C2 1.080
41 H 5.44179 1.71565 0.60901  C3 1.080
42 H 5.99053 2.51555 -0.84953  C3 1.079
43 H 3.28023 2.47290 -1.30387  C4 1.082
44 H 3.50328 1.05337 -0.30042  C4 1.078
45 H 4.55586 1.51733 -3.01721  C5 1.078
46 H 5.53262 0.62667 -1.86434  C5 1.082
47 H 2.85016 -0.42142 -1.77498  C6 1.083
48 H 3.40406 -0.39478 -3.42575  C6 1.078
49 H 4.22875 -2.44246 -2.65064  C7 1.082
50 H 5.59580 -1.35903 -2.47022  C7 1.080
51 H 4.62078 -0.95694 -0.08023  C8 1.083
52 H 5.50167 -2.41052 -0.34787  C8 1.079
53 H 3.72940 -3.68571 0.08399  C9 1.078
54 H 2.66527 -2.78487 -1.03430  C9 1.080
55 H 2.31638 -1.13721 0.78838  C10 1.084
56 H 3.33119 -2.11165 1.81238  C10 1.080
57 H 1.43371 -3.13770 2.51059  C11 1.080
58 H 1.74840 -4.07391 1.08444  C11 1.081
59 H 0.04570 -2.93891 -0.14997  C12 1.080
60 H -0.56406 -3.51309 1.39484  C12 1.080
61 H -0.38025 -0.77902 0.39809  C13 1.076
62 H 0.17575 -1.01570 2.06804  C13 1.071
63 H -2.23667 -2.46918 1.56253  C14 1.072
64 H -2.00334 -1.29253 2.80394  C14 1.081
65 H 0.54140 2.17433 1.45627  O18 0.972
66 H -2.23237 3.34560 2.96292  O19 0.967
67 H -4.47188 3.25470 -0.54668  C22 1.072
68 H -1.67806 2.95949 -0.41482  C24 1.079
69 H -2.10117 4.54808 0.20307  C24 1.073
70 H -3.07934 3.28529 -2.38404  C25 1.080
71 H -3.31486 4.98269 -1.90923  C25 1.078
72 H -1.71772 4.37112 -2.27724  C25 1.079
73 H -6.71205 0.24906 -0.89130  C28 1.073
74 H -6.71015 -1.26443 -0.07667  C28 1.073
75 H -6.06184 -2.31134 -2.25527  C29 1.090
76 H -4.00451 -2.94825 1.38251  C32 1.071
77 H -5.41987 -2.62104 0.47999  C32 1.075
78 H -3.66171 -2.52491 -1.58132  C33 1.080
79 H -4.58926 -3.90511 -1.07379  C33 1.076
80 H -1.72073 -3.60473 -1.01286  C34 1.076
81 H -2.42502 -4.34800 0.45888  C34 1.079

Values from the calculation:
Lowest unoccupied orbital energy, eV: -4.845
Multiplicity: 1
Highest occupied orbital energy, eV: -12.1
Net charge: +1
HOMO-LUMO gap, eV: 7.219
Structure (SMILES): CCCCCCCCCCCCCCc1c(P(O)(O)=S)c([C@@H](Br)CC)n[n+](CC=O)c1CCCF